[1]
14
Properties=species:S:1:pos:R:3 method="wB97M-V/def2-TZVPD" fmax_ev_per_a=0.89 total_energy_ev=-7228.4503 total_charge=+2 homo_lumo_gap_ev="11.82 / 8.54" e_above_lowest_kcal_mol=0.0 multiplicity=2 s_squared=0.769 molar_mass_g_mol=77.11
C 0.524 -0.485 0.880
C 0.897 0.695 0.221
N 0.103 1.155 -0.888
N 1.191 -0.958 1.887
H -0.329 -1.078 0.549
H 1.885 1.146 0.269
H 0.696 1.047 -1.726
H -0.787 0.581 -1.001
H -0.131 2.146 -0.729
H 2.029 -0.515 2.264
H 0.819 -1.733 2.435
H -2.931 -0.503 -0.928
H -1.937 -1.075 -1.970
O -2.028 -0.423 -1.264

[2]
144
Properties=species:S:1:pos:R:3 method="wB97M-V/def2-TZVPD" fmax_ev_per_a=2.18 smiles="CCOP(=O)(OCC)OCC.CCOP(=O)(OCC)OCC.COCCOCCOC.COCCOCCOC.COCCOCCOC.COCCOCCOC" total_energy_ev=-98251.5814 homo_lumo_gap_ev=9.59 e_above_lowest_kcal_mol=13.8 molar_mass_g_mol=901.01
C -3.038 5.363 9.949
O -2.473 5.004 8.698
C -2.106 3.646 8.573
C -1.047 3.565 7.461
O -1.104 2.256 6.919
C -1.853 2.053 5.744
C -1.674 0.621 5.283
O -0.336 0.367 4.912
C 0.335 -0.539 5.773
H -2.323 5.130 10.741
H -3.974 4.823 10.123
H -3.248 6.428 9.908
H -2.923 2.977 8.300
H -1.588 3.277 9.465
H -0.062 3.756 7.885
H -1.268 4.252 6.636
H -1.533 2.824 5.031
H -2.928 2.245 5.893
H -2.321 0.541 4.408
H -2.073 -0.005 6.083
H 1.022 -1.168 5.206
H -0.366 -1.234 6.247
H 0.835 0.000 6.581
C 3.068 -3.873 1.009
O 2.953 -3.600 -0.373
C 1.994 -2.554 -0.602
C 0.665 -3.096 -1.025
O -0.122 -3.671 -0.011
C -1.461 -3.936 -0.332
C -2.064 -4.984 0.589
O -1.994 -4.688 1.960
C -2.178 -3.350 2.320
H 2.131 -4.229 1.446
H 3.299 -2.938 1.540
H 3.893 -4.555 1.211
H 2.433 -2.043 -1.460
H 1.725 -1.815 0.162
H 0.814 -3.797 -1.852
H 0.126 -2.241 -1.443
H -1.604 -4.225 -1.380
H -2.011 -2.992 -0.233
H -1.654 -5.961 0.337
H -3.121 -5.049 0.298
H -2.393 -3.328 3.390
H -3.076 -2.976 1.810
H -1.367 -2.629 2.175
C 7.090 3.684 -2.755
O 5.776 3.279 -3.124
C 5.351 2.154 -2.389
C 5.076 2.326 -0.908
O 6.217 2.535 -0.097
C 6.981 1.373 0.206
C 6.274 0.498 1.259
O 5.085 -0.101 0.787
C 5.313 -1.351 0.182
H 7.027 4.267 -1.837
H 7.497 4.336 -3.530
H 7.855 2.911 -2.636
H 6.030 1.303 -2.541
H 4.358 1.946 -2.806
H 4.340 1.613 -0.528
H 4.473 3.245 -0.853
H 7.915 1.743 0.614
H 7.013 0.758 -0.698
H 5.952 1.218 2.019
H 6.935 -0.236 1.727
H 5.741 -2.109 0.835
H 5.746 -1.293 -0.829
H 4.367 -1.736 -0.215
C -3.761 2.241 -4.750
O -4.936 1.656 -4.177
C -4.791 1.679 -2.765
C -6.106 1.309 -2.098
O -5.929 1.621 -0.724
C -6.804 0.871 0.095
C -6.722 1.274 1.556
O -7.304 2.566 1.764
C -7.583 2.787 3.131
H -3.795 3.313 -4.543
H -3.820 2.150 -5.834
H -2.884 1.719 -4.368
H -4.486 2.673 -2.422
H -4.012 0.965 -2.480
H -6.225 0.233 -2.260
H -6.968 1.875 -2.460
H -6.634 -0.207 0.020
H -7.811 1.172 -0.221
H -5.696 1.376 1.930
H -7.228 0.522 2.167
H -6.689 3.022 3.716
H -8.095 1.955 3.632
H -8.319 3.593 3.100
C 1.746 0.662 1.685
C 0.983 1.376 0.584
O 0.399 0.471 -0.377
P -1.017 0.595 -1.111
O -1.633 -0.679 -1.475
O -1.858 1.479 -0.087
C -3.096 0.970 0.412
C -2.913 0.218 1.741
O -0.813 1.677 -2.303
C 0.500 1.691 -2.925
C 0.484 2.645 -4.109
H 2.480 -0.051 1.309
H 2.420 1.399 2.134
H 1.103 0.267 2.467
H 0.287 2.128 0.956
H 1.674 1.965 -0.027
H -3.760 1.821 0.551
H -3.621 0.363 -0.322
H -3.690 -0.531 1.875
H -1.888 -0.152 1.743
H -3.029 0.929 2.560
H 1.123 2.120 -2.134
H 0.910 0.707 -3.167
H 1.425 2.579 -4.652
H -0.321 2.459 -4.819
H 0.318 3.619 -3.647
C 4.882 -1.527 -3.770
C 3.862 -1.844 -4.845
O 2.550 -1.819 -4.248
P 1.475 -2.932 -4.714
O 1.247 -3.062 -6.166
O 1.960 -4.327 -4.066
C 2.523 -5.333 -4.926
C 1.472 -6.156 -5.625
O 0.205 -2.498 -3.862
C -1.029 -2.145 -4.623
C -0.895 -0.763 -5.231
H 5.067 -2.380 -3.121
H 5.773 -1.112 -4.241
H 4.459 -0.732 -3.147
H 3.884 -1.165 -5.696
H 4.027 -2.870 -5.187
H 3.329 -4.944 -5.550
H 3.054 -5.983 -4.221
H 1.017 -5.565 -6.421
H 1.841 -7.110 -5.994
H 0.643 -6.329 -4.934
H -1.047 -2.808 -5.488
H -1.772 -2.366 -3.866
H -0.119 -0.846 -5.991
H -1.868 -0.495 -5.648
H -0.583 0.009 -4.533